(1)
48
Properties=species:S:1:pos:R:3 method="wB97M-V/def2-TZVPD" e_lumo_ev=-3.150 charge=+1 homo_lumo_gap_ev=8.50
O 2.802 0.311 -0.804
O -0.226 -0.399 5.126
O -1.931 1.667 1.120
O -1.530 -1.613 -0.024
C 1.940 1.224 -0.852
C -1.079 -1.127 4.566
C -1.743 1.040 2.199
C -0.538 -0.841 0.005
N -1.953 -1.781 5.290
N -2.232 1.538 3.365
N 0.069 -0.430 1.153
N 0.606 0.991 -1.240
C 2.181 2.666 -0.468
C -3.225 2.613 3.518
C -0.020 -0.413 -3.962
C 0.934 -1.719 -4.174
C -1.141 -1.250 3.106
C -0.777 -0.560 -2.538
C 2.344 -1.806 -3.561
C -0.677 -0.078 2.317
C 0.088 -0.383 -1.363
N 3.186 -0.604 -3.639
H -2.615 -2.408 4.897
H -1.796 -1.730 6.325
H -1.793 1.132 4.190
H 0.947 0.065 1.071
H 0.117 1.883 -1.558
H 1.284 3.254 -0.439
H 2.525 2.618 0.577
H 2.867 3.101 -1.210
H -2.863 3.621 3.253
H -3.628 2.624 4.540
H -4.147 2.325 2.909
H 0.448 0.537 -4.086
H -0.879 -0.262 -4.730
H 0.379 -2.624 -4.000
H 1.044 -1.639 -5.234
H -2.031 -1.672 2.614
H -0.374 -2.082 2.915
H -1.215 -1.589 -2.572
H -1.544 0.241 -2.550
H 2.267 -2.027 -2.485
H 2.809 -2.690 -4.066
H 0.084 0.375 2.916
H 0.964 -1.109 -1.420
H 2.683 0.215 -3.223
H 4.069 -0.762 -3.164
H 3.326 -0.441 -4.611



(2)
79
Properties=species:S:1:pos:R:3 method="wB97M-V/def2-TZVPD" e_lumo_ev="-9.300 / -8.040" s2=3.857 spin_multiplicity=4 charge=+3 homo_lumo_gap_ev="4.90 / 6.17"
Cr -0.325 -0.707 1.088
N -2.293 -0.502 0.113
C -3.192 -1.592 0.519
C -2.952 -1.934 2.047
N -1.512 -2.078 2.345
C -1.007 -3.474 2.096
C -0.615 -3.733 0.620
N 0.129 -2.550 0.071
H -2.267 -0.358 -0.902
H -2.626 0.403 0.486
H -4.241 -1.301 0.528
H -3.048 -2.431 -0.148
H -3.380 -1.132 2.683
H -3.516 -2.818 2.307
H -1.400 -1.914 3.366
H -0.097 -3.545 2.714
H -1.751 -4.209 2.463
H 0.048 -4.592 0.594
H -1.466 -3.916 -0.066
H 1.131 -2.573 0.303
H 0.125 -2.489 -0.960
C 0.094 2.923 -1.167
Sb 1.220 1.087 -0.755
C 2.759 2.042 0.466
C 2.301 0.768 -2.722
C 1.696 1.365 -3.935
C 1.880 2.745 -4.075
C 1.193 3.474 -5.056
C 0.283 2.821 -5.904
C 0.185 1.435 -5.830
C 0.903 0.663 -4.899
C 0.816 -0.767 -4.988
Sb -0.958 -1.529 -3.797
C -1.349 -3.284 -5.005
C -2.587 -0.163 -4.522
H 0.754 3.791 -1.173
H -0.637 3.043 -0.383
H -0.439 2.834 -2.133
H 3.018 3.017 0.056
H 3.626 1.391 0.530
H 2.264 2.173 1.441
H 2.383 -0.315 -2.829
H 3.317 1.192 -2.541
H 2.574 3.239 -3.431
H 1.390 4.552 -5.161
H -0.242 3.432 -6.658
H -0.466 0.888 -6.526
H 1.726 -1.297 -4.601
H 0.540 -1.132 -5.951
H -1.710 -2.963 -5.998
H -2.155 -3.846 -4.488
H -0.427 -3.895 -5.082
H -2.198 0.563 -5.256
H -2.967 0.360 -3.619
H -3.355 -0.831 -4.969
N -1.230 4.083 5.564
C -1.555 3.405 4.447
N -2.708 3.673 3.829
N -0.700 2.423 4.066
C -0.759 1.680 3.048
N -0.626 0.927 2.142
H -1.687 4.943 5.856
H -0.352 3.904 6.026
H -3.327 4.439 4.166
H -2.834 3.245 2.936
C 1.349 0.119 4.890
As 2.181 -1.043 3.590
C 2.205 -2.870 4.315
C 4.018 -0.519 3.304
O 1.442 -1.053 2.080
H 1.849 -0.031 5.860
H 0.276 -0.025 5.005
H 1.530 1.149 4.601
H 3.221 -2.970 4.749
H 2.048 -3.542 3.460
H 1.435 -3.010 5.057
H 4.598 -0.716 4.205
H 3.998 0.573 2.994
H 4.450 -1.113 2.505



(3)
58
Properties=species:S:1:pos:R:3 method="wB97M-V/def2-TZVPD" e_lumo_ev="-6.619 / -8.727" s2=6.040 spin_multiplicity=5 charge=+2 homo_lumo_gap_ev="6.81 / 4.83"
Os 0.020 -0.775 1.409
Cl -0.813 -6.564 -2.444
C -0.519 -5.449 -1.207
C -0.313 -5.912 0.085
C -0.080 -5.043 1.144
I 0.193 -5.725 3.044
C -0.043 -3.641 0.893
O 0.161 -2.781 1.802
C -0.237 -3.168 -0.461
N -0.179 -1.829 -0.609
C -0.395 -1.316 -1.810
C -0.665 -2.117 -2.925
C -0.709 -3.483 -2.787
C -0.492 -4.041 -1.514
H -0.347 -6.979 0.258
H -0.336 -0.237 -1.901
H -0.826 -1.645 -3.884
H -0.909 -4.120 -3.638
C -2.013 -1.563 7.510
C -1.218 -1.344 6.267
C 0.180 -1.413 6.267
C 0.846 -1.195 5.083
N 0.172 -0.925 3.954
C -1.153 -0.897 4.061
S -1.922 -0.536 2.511
N -1.889 -1.085 5.140
H -1.632 -0.942 8.321
H -1.926 -2.604 7.828
H -3.059 -1.334 7.332
H 0.725 -1.624 7.175
H 1.925 -1.225 5.019
C 2.426 0.824 -0.035
C 1.155 1.582 0.103
N 0.056 1.128 0.720
C -0.910 2.123 0.631
C -0.384 3.161 -0.052
N 0.911 2.802 -0.382
C 1.781 3.517 -1.319
N 1.438 3.145 -2.655
N 1.659 1.864 -3.041
N 1.135 1.666 -4.184
C 0.530 2.835 -4.601
C -0.166 3.123 -5.785
C -0.660 4.396 -5.912
C -0.473 5.368 -4.900
C 0.211 5.102 -3.739
C 0.712 3.800 -3.618
H 2.327 -0.187 0.375
H 3.233 1.308 0.518
H 2.709 0.733 -1.084
H -1.885 2.003 1.067
H -0.805 4.104 -0.350
H 2.811 3.252 -1.091
H 1.650 4.589 -1.189
H -0.291 2.378 -6.556
H -1.199 4.674 -6.807
H -0.878 6.359 -5.051
H 0.358 5.863 -2.986



(4)
6
Properties=species:S:1:pos:R:3 method="wB97M-V/def2-TZVPD" e_lumo_ev="-7.445 / -7.444" charge=+1 homo_lumo_gap_ev="7.49 / 7.49"
O 2.006 0.107 0.218
P -2.016 0.275 -0.443
Br 0.773 0.671 -1.022
Br -1.618 -1.743 0.040
Br -1.788 1.333 1.399
H 2.643 -0.645 -0.192



(5)
19
Properties=species:S:1:pos:R:3 method="wB97M-V/def2-TZVPD" e_lumo_ev=0.962 homo_lumo_gap_ev=10.45
C 1.675 -0.107 -1.216
C 1.183 0.467 0.103
O 0.888 1.866 -0.028
C -0.514 1.625 0.039
C -0.326 0.109 0.459
C -0.775 -0.746 1.706
C -1.054 -0.793 -0.561
H 2.632 0.333 -1.513
H 1.794 -1.193 -1.139
H 0.958 0.106 -2.015
H 1.960 0.347 0.876
H -0.939 1.650 -0.981
H -1.016 2.407 0.620
H 0.077 -1.156 2.243
H -1.349 -1.651 1.419
H -1.445 -0.220 2.381
H -0.667 -1.821 -0.548
H -0.962 -0.370 -1.545
H -2.121 -0.853 -0.301



(6)
21
Properties=species:S:1:pos:R:3 method="wB97M-V/def2-TZVPD" e_lumo_ev=-3.070 charge=+1 homo_lumo_gap_ev=11.21
C -0.265 -1.231 -2.378
C 0.641 0.521 -0.959
N 0.776 -0.689 -1.501
N -0.444 1.241 -0.868
N 1.701 1.021 -0.253
H 1.718 -0.872 -1.764
H -1.307 1.067 -1.367
H -0.460 2.143 -0.446
H 2.677 1.021 -0.490
H 1.568 1.429 0.657
H -1.159 -0.643 -2.523
H -0.632 -2.190 -2.011
H 0.185 -1.362 -3.363
C -1.329 0.039 3.304
C -0.728 -0.805 2.208
H -1.458 -0.599 4.183
H -0.775 0.867 3.745
H -2.395 0.279 3.228
H -0.631 -0.400 1.194
H -1.384 -1.670 2.092
H 0.271 -1.156 2.470



(7)
52
Properties=species:S:1:pos:R:3 method="wB97M-V/def2-TZVPD" e_lumo_ev="-4.183 / -4.185" charge=+1 homo_lumo_gap_ev="7.05 / 7.05"
Os -0.506 0.936 -0.321
N 1.424 -6.093 2.618
C 1.314 -4.773 2.347
C 2.275 -4.129 1.541
C 2.169 -2.791 1.261
C 1.086 -2.073 1.773
C 0.121 -2.685 2.567
C 0.237 -4.024 2.855
S 1.029 -0.390 1.448
O 2.027 0.355 2.137
O -0.418 0.089 1.559
N 1.088 -0.168 -0.189
C 2.101 0.324 -1.011
N 1.560 1.215 -1.873
C 2.412 1.863 -2.655
C 3.780 1.613 -2.597
C 4.204 0.653 -1.704
N 3.361 -0.004 -0.898
H 2.210 -6.624 2.292
H 0.771 -6.553 3.225
H 3.105 -4.697 1.142
H 2.919 -2.298 0.652
H -0.716 -2.119 2.953
H -0.507 -4.507 3.473
H 1.991 2.592 -3.336
H 4.475 2.148 -3.225
H 5.251 0.391 -1.615
C -3.344 -1.912 -2.839
C -3.699 -1.529 -1.554
C -2.844 -0.723 -0.816
C -1.651 -0.272 -1.386
C -1.296 -0.663 -2.680
C -2.144 -1.487 -3.398
H -4.004 -2.553 -3.409
H -4.632 -1.866 -1.123
H -3.102 -0.438 0.197
H -0.368 -0.320 -3.118
H -1.873 -1.799 -4.398
C -0.860 4.925 -0.206
C -1.381 3.680 0.493
C -0.549 3.337 1.722
C -2.859 3.793 0.832
O -1.270 2.603 -0.478
H -0.981 5.796 0.438
H -1.411 5.098 -1.129
H 0.199 4.819 -0.443
H -0.628 4.131 2.465
H 0.510 3.237 1.461
H -0.895 2.417 2.190
H -3.023 4.630 1.510
H -3.212 2.882 1.317
H -3.446 3.961 -0.070



(8)
17
Properties=species:S:1:pos:R:3 method="wB97M-V/def2-TZVPD" e_lumo_ev="-5.226 / -5.226" charge=+1 homo_lumo_gap_ev="7.33 / 7.33"
C 0.777 -0.217 -0.528
C -0.736 -2.723 0.376
C 0.905 0.983 -1.470
N 0.139 -1.317 -1.269
N -0.540 -2.182 -0.741
N 0.494 -0.266 0.847
N -0.138 0.965 1.436
S -2.176 -3.641 0.683
H 1.607 -0.817 -0.590
H -0.093 -2.980 1.222
H 0.149 1.767 -1.280
H 0.835 0.500 -2.482
H 1.803 1.627 -1.290
H -0.883 1.173 0.809
H 0.513 1.782 1.588
H -0.530 0.633 2.359
H -2.845 -3.019 -0.395



(9)
99
Properties=species:S:1:pos:R:3 method="wB97M-V/def2-TZVPD" e_lumo_ev=-4.772 charge=+2 homo_lumo_gap_ev=8.30
Pb -0.535 0.137 -0.194
O -0.520 -1.833 4.369
S 0.353 -1.628 3.275
O 1.149 -0.254 3.523
O -0.217 -1.613 1.946
C 1.802 -2.627 3.325
C 1.835 -3.972 3.625
C 3.083 -4.582 3.722
C 4.249 -3.853 3.541
C 4.212 -2.493 3.246
C 2.973 -1.899 3.138
S 2.648 -0.206 2.768
O 5.195 -0.175 1.464
O 3.381 0.745 3.510
O 2.382 -0.068 1.370
H 0.921 -4.524 3.799
H 3.143 -5.633 3.971
H 5.206 -4.346 3.641
H 5.113 -1.912 3.108
N -0.138 4.061 1.879
C -0.441 3.472 3.082
C -0.868 2.217 2.788
N -0.821 2.030 1.424
C -0.381 3.166 0.909
C -0.238 3.347 -0.523
N -0.356 2.339 -1.367
C -0.196 2.867 -2.627
C 0.016 4.206 -2.529
N -0.020 4.496 -1.186
H 0.282 4.968 1.768
H -0.324 3.985 4.020
H -1.205 1.449 3.459
H -0.245 2.262 -3.515
H 0.184 4.960 -3.277
H 0.089 5.414 -0.789
C -3.287 -2.567 0.564
C -4.184 -1.391 0.160
C -4.435 -0.532 1.407
C -5.514 -1.905 -0.387
P -3.270 -0.276 -1.037
C -4.242 1.263 -1.105
C -5.416 1.422 -1.843
C -6.114 2.620 -1.805
C -5.663 3.671 -1.021
C -4.509 3.520 -0.267
C -3.804 2.327 -0.314
C -3.098 -0.965 -2.766
C -4.373 -1.103 -3.607
C -2.419 -2.338 -2.660
C -2.143 0.004 -3.477
H -3.768 -3.107 1.383
H -2.314 -2.233 0.930
H -3.135 -3.275 -0.248
H -4.866 -1.165 2.185
H -5.129 0.284 1.212
H -3.506 -0.109 1.803
H -6.058 -2.401 0.420
H -5.370 -2.639 -1.180
H -6.146 -1.096 -0.756
H -5.811 0.615 -2.441
H -7.021 2.728 -2.385
H -6.220 4.598 -0.986
H -4.160 4.327 0.364
H -2.915 2.212 0.291
H -5.217 -1.504 -3.051
H -4.165 -1.794 -4.427
H -4.662 -0.154 -4.055
H -3.129 -3.110 -2.367
H -1.582 -2.341 -1.956
H -2.023 -2.612 -3.640
H -2.524 1.028 -3.463
H -2.029 -0.302 -4.519
H -1.145 -0.008 -3.022
N 4.656 -1.989 -1.633
C 3.398 -2.429 -1.265
C 2.241 -1.738 -1.649
N 1.043 -2.116 -1.243
C 0.968 -3.215 -0.485
C 2.113 -3.897 -0.117
N 3.327 -3.498 -0.485
H 4.706 -1.470 -2.497
H 5.369 -2.699 -1.551
H 2.304 -0.864 -2.289
H -0.013 -3.536 -0.161
H 2.060 -4.796 0.485
O 3.307 2.901 0.702
S 4.128 1.856 0.009
C 5.393 2.721 -0.959
C 6.650 1.872 -0.855
C 6.790 1.509 0.626
C 5.408 1.196 1.204
H 5.507 3.703 -0.496
H 5.031 2.840 -1.979
H 7.519 2.420 -1.216
H 6.557 0.976 -1.474
H 7.219 2.354 1.166
H 7.450 0.657 0.787
H 5.205 1.719 2.135
H 5.322 -0.674 0.645



(10)
44
Properties=species:S:1:pos:R:3 method="wB97M-V/def2-TZVPD" e_lumo_ev=-7.531 charge=+1 homo_lumo_gap_ev=3.35
Sn 1.270 0.257 0.784
C -0.170 3.592 0.891
C -0.802 2.661 -0.107
C -0.144 2.365 -1.304
C 1.100 3.124 -1.670
C -0.690 1.413 -2.194
C 0.049 1.052 -3.440
C -1.911 0.782 -1.894
C -2.504 -0.186 -2.870
C -2.562 1.079 -0.698
C -3.786 0.325 -0.286
C -2.064 2.086 0.156
C -2.873 2.564 1.306
H -0.386 4.634 0.659
H 0.920 3.473 0.898
H -0.537 3.380 1.893
H 1.994 2.631 -1.267
H 1.052 4.132 -1.265
H 1.211 3.198 -2.746
H -0.278 1.692 -4.261
H -0.140 0.022 -3.725
H 1.119 1.181 -3.314
H -2.072 -1.177 -2.735
H -2.309 0.128 -3.891
H -3.579 -0.257 -2.745
H -4.690 0.814 -0.650
H -3.841 0.259 0.795
H -3.773 -0.686 -0.678
H -2.580 1.996 2.192
H -3.936 2.422 1.144
H -2.686 3.614 1.508
S 3.676 -6.542 -1.427
C 3.104 -5.117 -0.879
S 3.954 -4.112 0.280
C 2.884 -2.750 0.214
C 1.719 -2.911 -0.570
S 0.521 -1.739 -0.812
S 1.583 -4.420 -1.411
S 3.375 -1.336 1.012
O 0.310 -1.265 2.403
Cl 0.000 -0.136 3.280
O 1.224 0.590 3.395
O -0.513 -0.553 4.482
O -0.903 0.676 2.535



(11)
52
Properties=species:S:1:pos:R:3 method="wB97M-V/def2-TZVPD" e_lumo_ev=-2.289 charge=+1 homo_lumo_gap_ev=9.85
C 0.822 0.502 0.722
O 0.437 1.805 0.327
C 0.114 -0.576 -0.089
C 0.631 -1.984 0.241
C 0.159 -2.599 1.589
C 1.936 -1.811 3.128
C 0.657 -1.839 2.765
N -1.384 -0.505 0.175
H 1.976 0.431 0.519
H 0.613 0.475 1.744
H -0.053 1.818 -0.576
H 0.318 -0.381 -1.218
H 1.751 -1.933 0.246
H 0.371 -2.706 -0.579
H 0.477 -3.646 1.613
H -0.947 -2.664 1.647
H 2.286 -1.286 4.060
H 2.723 -2.293 2.564
H -0.121 -1.307 3.318
H -1.804 0.370 -0.140
H -1.601 -0.561 1.161
H -1.854 -1.255 -0.259
H 3.385 1.799 -1.525
H 4.786 1.320 -1.939
O 3.842 1.132 -2.054
H -2.091 0.040 3.736
H -1.897 1.172 2.689
O -2.075 0.198 2.814
H -1.243 3.498 2.420
H -0.683 2.520 1.456
O -1.439 2.686 1.996
H 2.556 3.892 -0.927
H 1.925 2.657 -0.148
O 2.721 3.009 -0.483
H -0.879 -0.986 -2.821
H -2.316 -0.658 -3.168
O -1.708 -0.517 -2.469
H -2.552 2.451 0.665
H -3.794 2.491 -0.267
O -2.917 2.171 -0.191
H 0.810 -1.656 -4.179
H 1.315 -1.535 -2.790
O 0.558 -1.711 -3.262
H -3.786 -2.384 1.128
H -3.584 -3.213 -0.043
O -3.207 -2.520 0.453
H 3.094 -0.382 -1.838
H 3.339 -1.895 -1.841
O 2.678 -1.244 -1.727
H -1.154 1.030 -2.284
H -1.708 2.350 -1.574
O -0.874 1.966 -1.931



no.,energy (eV)
1,-29537.599
2,-137314.200
3,-74127.963
4,-221470.503
5,-8462.194
6,-8839.042
7,-46510.400
8,-20039.866
9,-107797.788
10,-96552.335
11,-30781.902